(1)
{"formula": "C23H16FNO3", "method": "wB97M-V/def2-TZVPD", "species": ["H", "H", "N", "C", "H", "C", "H", "H", "C", "H", "C", "C", "C", "C", "C", "C", "C", "C", "C", "H", "H", "C", "C", "C", "C", "H", "C", "H", "O", "H", "H", "O", "C", "C", "O", "C", "H", "F", "H", "C", "C", "C", "H", "H"], "xyz": [[-2.5621, 2.5019, -5.7627], [1.2124, 4.2558, 0.7853], [-1.2180, -6.9861, 3.0287], [1.6023, -2.5603, 2.1835], [3.5710, -1.7976, 2.4943], [1.9641, 2.3586, -1.9155], [2.2664, 2.4553, -2.9506], [-2.8729, 2.8584, -0.8435], [1.1015, -4.7896, 1.0449], [2.8324, 0.1282, 3.8067], [2.5196, -1.6497, 2.7004], [2.0803, -0.5616, 3.4479], [-1.5051, 2.3670, -3.9001], [2.0952, -3.7111, 1.3623], [-1.2535, -6.3810, 2.0498], [-0.2145, -1.2878, 3.1737], [-3.9313, 2.9918, -2.7055], [-1.5907, 2.4713, -2.5188], [1.7826, 1.0995, -1.3605], [0.9000, 2.0131, 1.7790], [-1.2632, -1.1020, 3.3627], [-2.6302, 2.5807, -4.6851], [1.3951, 0.9748, -0.0331], [1.7541, 3.4941, -1.1449], [-0.7647, -3.3193, 1.8332], [-4.7203, 3.0640, -4.6994], [1.1955, 2.1108, 0.7415], [-0.7120, 2.3106, -1.9089], [-1.1248, -5.6039, 1.0028], [1.2495, -0.0081, 0.4000], [1.9400, 0.2145, -1.9639], [3.2296, -3.8048, 0.9762], [-2.8051, 2.7812, -1.9213], [-0.1881, -4.5894, 1.2778], [-1.9441, -3.1016, 1.8211], [1.3723, 3.3704, 0.1835], [1.8878, 4.4757, -1.5807], [0.2777, 0.6279, 4.4017], [-0.5591, 2.1190, -4.3656], [0.7226, -0.3958, 3.6884], [-3.8433, 2.8952, -4.0877], [0.2286, -2.3597, 2.4168], [1.4006, -5.7420, 0.6244], [-4.8785, 3.2319, -2.2392]], "forces_ev_per_angstrom": [[0.00, 0.00, 0.00], [-0.01, 0.00, 0.00], [-0.33, -0.19, -0.15], [-0.16, 0.21, 0.05], [0.01, 0.04, 0.03], [0.05, 0.01, 0.01], [0.00, 0.00, 0.00], [0.00, 0.00, 0.00], [-0.44, 0.22, 0.09], [-0.27, 0.18, 0.20], [-0.47, -0.03, -0.09], [0.32, -0.10, -0.08], [-0.01, 0.01, 0.00], [-0.66, -0.27, 0.07], [0.41, 0.46, -0.10], [0.21, 0.39, 0.08], [0.00, 0.01, 0.01], [-0.03, -0.02, 0.04], [0.01, -0.03, -0.01], [-0.02, 0.02, 0.00], [-0.05, -0.18, -0.09], [0.00, 0.00, 0.01], [-0.01, 0.02, 0.04], [0.04, 0.00, -0.02], [0.40, 0.13, 0.21], [0.00, -0.01, 0.00], [-0.02, -0.04, -0.04], [-0.01, -0.01, 0.02], [-0.14, -0.25, 0.29], [0.01, 0.00, 0.00], [0.00, 0.00, 0.00], [0.46, 0.05, -0.03], [-0.01, 0.00, -0.04], [0.10, 0.22, 0.10], [-0.40, -0.11, 0.01], [-0.01, 0.00, 0.03], [0.00, 0.00, 0.00], [0.03, 0.44, 0.28], [0.00, 0.01, 0.01], [0.19, -0.95, -0.68], [0.01, -0.01, 0.00], [0.41, -0.39, -0.25], [0.38, 0.15, -0.01], [0.00, 0.00, 0.00]], "mulliken_charge": [0.3618, 0.3817, -0.3839, 0.1523, 0.4829, -0.4594, 0.4193, 0.3767, -0.4737, 0.4525, -0.5623, -0.4290, -0.4003, 0.3064, 0.4601, -0.4561, -0.3572, 0.3000, -0.6224, 0.3230, 0.5372, -0.3887, 0.1340, -0.3948, 0.4519, 0.3560, -0.1807, 0.0740, -0.4213, 0.2526, 0.3679, -0.5732, -0.5704, 0.1867, -0.5457, -0.6235, 0.3706, -0.3811, 0.3539, 0.2973, -0.4377, 0.4311, 0.4663, 0.3648], "orbital_gap_ev": 7.45, "e_tot_ev": -34458.59683, "homo_ev": -9.28, "total_charge": 0}

---

(2)
{"formula": "C2H3NS3", "method": "wB97M-V/def2-TZVPD", "species": ["N", "H", "H", "H", "S", "S", "C", "S", "C"], "xyz": [[1.4870, 1.6463, -1.0208], [-0.3746, -1.0920, 2.4561], [-1.2515, 0.1855, 0.5918], [1.4121, 0.7479, -2.8600], [-0.0805, -0.5122, -1.4046], [0.3172, -1.4807, 1.3836], [1.0912, 0.7946, -1.8362], [1.1137, 1.8744, 0.4998], [-0.3219, -0.2722, 0.2929]], "forces_ev_per_angstrom": [[0.57, 0.18, -1.09], [-0.10, 0.06, 0.13], [-0.08, -0.01, -0.01], [0.11, -0.02, -0.31], [-0.19, -0.14, 0.14], [0.11, -0.26, -0.21], [0.09, 0.16, 0.25], [-1.49, -1.58, 0.60], [0.98, 1.62, 0.50]], "mulliken_charge": [-0.2835, 0.1419, 0.4604, 0.3523, -0.0896, -0.1050, 0.0260, -0.0268, -0.4756], "orbital_gap_ev": 7.47, "e_tot_ev": -36116.09157, "homo_ev": -8.35, "de_lowest_kcal_mol": 46.9, "total_charge": 0}

---

(3)
{"formula": "C28H40N12PSSiSn", "method": "wB97M-V/def2-TZVPD", "species": ["H", "C", "H", "H", "C", "H", "C", "H", "Sn", "C", "S", "N", "C", "C", "C", "H", "C", "H", "H", "H", "H", "H", "H", "N", "N", "H", "C", "N", "C", "H", "C", "C", "C", "H", "H", "H", "C", "H", "H", "C", "N", "N", "H", "C", "C", "N", "H", "H", "H", "C", "C", "H", "H", "C", "H", "C", "H", "N", "H", "N", "Si", "C", "C", "C", "N", "H", "H", "N", "P", "H", "C", "H", "H", "H", "H", "C", "H", "H", "N", "H", "H", "H", "C", "C"], "xyz": [[2.1663, -5.5610, -0.7045], [-4.0688, 3.2482, 1.9149], [6.8749, 4.3211, -2.4277], [-4.4207, 2.1356, -1.8851], [-3.2650, -0.8412, -2.3848], [-4.0565, -0.7605, -1.6462], [2.2078, -6.9654, 1.6849], [-1.9977, 4.0744, 3.5826], [0.9806, -0.1544, 1.5346], [-2.2079, 5.4863, -2.4077], [5.2675, 2.7607, -4.1066], [-2.6793, 2.7923, 1.9870], [4.1312, -5.3455, 1.3741], [4.1904, 2.5130, -1.6424], [-4.7767, -1.0605, 2.9011], [-3.3667, -1.7887, -2.9067], [5.2421, 3.1270, -2.5176], [-5.1851, -0.0749, 3.1146], [3.6903, -3.1575, -0.4762], [-1.6636, 1.6577, -3.5856], [-3.0506, -2.1180, 4.8176], [-5.1521, -1.7643, 3.6377], [5.4666, 2.1441, 0.0612], [-0.6271, 2.0778, 1.3117], [-1.9556, -0.8126, -1.7233], [-4.4189, 3.4745, 2.9188], [1.9732, 1.6740, -1.3470], [-0.3362, -0.5089, -0.2746], [0.1808, -1.1292, -1.3808], [-2.6086, 5.9192, -3.3279], [-2.5861, -1.5930, 3.9999], [-0.7915, 2.7252, 0.0583], [-2.0822, 1.9945, 1.0785], [0.9690, 1.4939, -1.7134], [3.7887, -6.0169, -1.2732], [4.4372, -5.5102, 2.4050], [-1.2691, -1.3387, 3.7236], [-3.3395, -0.0238, -3.0985], [2.5404, -7.2362, -1.0609], [3.4851, 1.4000, 0.3543], [2.2492, 1.2086, -0.1182], [3.3113, -4.1191, 1.3923], [5.0124, -5.1118, 0.7778], [-1.7075, 3.4000, 2.7922], [-0.8214, -1.3256, -2.2823], [6.1404, 3.8941, -1.8837], [-4.1402, 4.1434, 1.2960], [2.5189, -7.1533, 2.7128], [1.4308, -6.1970, 1.7017], [-1.6388, -0.3083, -0.5082], [-2.4397, -0.4651, 2.1300], [-4.6912, 2.4635, 1.4897], [4.1255, -7.3520, 0.8185], [-1.6662, 2.7357, -3.7626], [5.9979, 4.2274, -0.9454], [-4.2883, 3.1903, -2.1311], [2.6519, 2.6518, -3.1312], [-1.1931, -0.6353, 2.5584], [3.7004, 1.0095, 1.3451], [1.9456, -2.7182, 2.1511], [-2.5121, 3.6666, -2.4000], [2.8992, 2.3208, -2.1321], [3.1726, -3.1711, 0.4680], [4.4756, 2.0480, -0.3613], [2.3157, -2.2791, 0.9231], [-2.1627, 2.9183, -4.7182], [-0.6308, 3.0654, -3.8690], [-3.3144, -1.0375, 2.9922], [-2.9014, 0.3831, 0.6040], [0.4775, 3.1831, 2.8500], [3.3818, -6.5503, 0.8054], [-2.6943, 5.9887, -1.5704], [-4.7507, 3.7888, -1.3442], [1.7565, -7.8786, 1.2995], [-0.3936, -1.6267, 4.2827], [-0.4959, 2.9877, 2.4357], [-5.0863, -1.3911, 1.9129], [1.2200, -1.4010, -1.4473], [2.5315, -3.8146, 2.4335], [-4.8513, 3.3825, -3.0480], [-1.1412, 5.7135, -2.3778], [-0.8238, -1.7946, -3.2519], [-1.6084, 3.0221, -0.8196], [2.9522, -6.3206, -0.6396]], "forces_ev_per_angstrom": [[0.00, 0.00, 0.00], [-0.11, -0.06, 0.07], [0.00, 0.00, 0.01], [0.00, -0.06, 0.00], [0.00, 0.01, 0.01], [-0.01, 0.02, 0.00], [0.00, 0.00, 0.00], [0.00, 0.00, 0.00], [0.27, 0.24, 0.13], [0.02, 0.04, -0.03], [0.02, -0.03, -0.10], [0.12, -0.13, -0.54], [0.00, 0.01, -0.01], [0.04, 0.00, 0.01], [0.00, 0.00, 0.00], [0.00, 0.00, 0.00], [-0.06, 0.00, 0.14], [-0.01, 0.00, 0.00], [0.00, 0.01, 0.00], [0.00, 0.00, -0.01], [0.00, 0.00, -0.01], [-0.01, 0.00, 0.00], [-0.01, -0.01, 0.02], [-0.70, 0.22, -0.33], [0.00, 0.05, 0.01], [0.00, -0.01, 0.00], [-0.09, -0.03, -0.05], [0.11, -0.10, -0.15], [-0.10, -0.01, 0.01], [-0.01, -0.01, 0.00], [0.00, 0.02, 0.04], [-0.60, -0.06, -0.30], [0.31, -0.46, 1.65], [0.02, 0.03, 0.00], [0.00, 0.00, 0.00], [0.00, -0.01, 0.00], [-0.03, 0.04, -0.04], [-0.01, 0.02, -0.01], [0.00, 0.00, 0.00], [0.06, 0.05, -0.02], [0.06, -0.09, 0.03], [-0.02, 0.03, 0.04], [0.01, 0.00, 0.01], [0.18, 0.08, 0.15], [0.05, 0.01, 0.00], [-0.02, 0.01, -0.04], [0.04, -0.01, 0.01], [0.00, 0.01, 0.00], [0.00, 0.00, 0.00], [0.01, -0.12, 0.03], [0.00, 0.04, -0.06], [0.02, 0.01, -0.01], [0.00, -0.01, 0.00], [0.02, -0.02, -0.05], [0.01, 0.00, 0.01], [0.00, 0.02, -0.02], [0.00, 0.00, 0.00], [-0.03, -0.16, 0.06], [-0.03, -0.01, 0.00], [-0.08, -0.05, -0.08], [0.00, -0.03, 0.12], [0.01, 0.01, 0.03], [-0.03, 0.00, -0.01], [0.00, 0.02, -0.07], [-0.10, 0.06, 0.02], [-0.01, 0.00, 0.01], [0.00, -0.01, 0.00], [0.01, -0.02, 0.03], [-0.09, 0.08, -0.25], [0.00, 0.10, 0.00], [-0.01, 0.00, 0.00], [0.01, -0.01, 0.01], [0.01, 0.00, 0.00], [0.00, 0.00, 0.00], [-0.01, -0.01, -0.01], [-0.05, -0.02, -0.09], [0.00, 0.01, 0.00], [-0.01, 0.00, -0.01], [0.03, -0.01, 0.00], [-0.01, 0.00, 0.01], [0.00, 0.01, 0.00], [0.00, 0.01, 0.00], [0.80, 0.33, -0.35], [0.01, 0.01, -0.01]], "mulliken_charge": [0.2730, -0.8088, 0.2330, 0.2501, -0.8406, 0.3396, -1.4296, 0.5830, 1.3835, -1.0593, -0.2741, 0.1596, -1.1637, 0.7447, -0.7426, 0.4131, -0.0825, 0.3009, 0.4850, 0.1748, 0.4762, 0.3321, 0.4860, 0.4841, 0.2296, 0.3256, -0.4592, 0.6455, -0.6081, 0.3759, -0.4857, 0.0793, 0.4501, 0.4807, 0.3571, 0.3662, -0.6862, 0.2793, 0.4175, -0.4396, 0.2659, 0.5942, 0.4685, -0.6126, -1.0815, -0.3618, 0.3128, 0.3745, 0.2825, -0.0528, -0.0358, 0.3626, 0.3213, -0.7747, 0.2152, -0.8516, 0.4935, 0.3211, 0.5166, 0.1033, -0.2036, -0.8339, -0.3102, -0.8274, -0.1450, 0.3944, 0.3070, 0.0896, -0.3682, 0.5874, 0.7840, 0.3553, 0.3242, 0.4245, 0.4741, -0.7686, 0.3435, 0.5975, -0.8057, 0.4335, 0.3678, 0.5833, -0.3054, -1.4046], "orbital_gap_ev": 6.04, "e_tot_ev": -81373.55486, "homo_ev": -14.45, "de_lowest_kcal_mol": 72.9, "total_charge": 3}

---

(4)
{"formula": "C4H8NOS", "method": "wB97M-V/def2-TZVPD", "species": ["C", "H", "H", "S", "H", "H", "N", "H", "H", "C", "C", "H", "O", "C", "H"], "xyz": [[-0.6279, -1.2628, -0.4537], [-0.7461, 1.4639, 0.0351], [-0.5812, 0.7397, 1.6034], [-2.3524, -0.5372, -0.5457], [0.1966, 0.1485, -1.6825], [-0.4836, -1.7088, 0.5437], [1.1535, 1.3562, 0.6937], [1.2349, -1.3188, -1.3395], [1.8266, 1.7934, 1.3314], [0.5898, -0.4722, -0.8958], [1.6065, 0.1449, 0.1196], [-0.4854, 2.5131, 1.4294], [2.6390, -0.2701, 0.5736], [-0.1839, 1.5260, 0.9939], [-0.8163, -1.9860, -1.2186]], "forces_ev_per_angstrom": [[-1.80, 0.21, 1.18], [-0.17, -0.04, 0.73], [-0.44, -0.41, 0.59], [0.46, 0.37, 0.20], [0.52, 0.86, -0.23], [0.05, -0.15, -0.44], [3.04, 0.14, -0.42], [-0.58, 1.47, 0.16], [-0.27, -0.78, -0.36], [2.60, -2.28, -0.30], [-3.01, 2.51, 1.28], [0.74, -0.67, -0.25], [1.35, -1.52, -0.99], [-3.13, 1.27, -1.11], [0.66, -0.96, -0.04]], "mulliken_charge": [-0.7584, 0.2177, 0.2758, -0.6614, 0.3613, 0.2864, -0.2037, 0.2405, 0.2423, -0.5885, 0.4357, 0.3120, -0.6402, -0.7817, 0.2624], "orbital_gap_ev": 6.29, "e_tot_ev": -18650.81327, "homo_ev": -2.49, "de_lowest_kcal_mol": 32.2, "total_charge": -1}